# 1
131
Properties=species:S:1:pos:R:3:forces:R:3:mulliken_charge:R:1 method="wB97M-V/def2-TZVPD" charge=+1 orbital_gap_ev=3.78 e_homo_ev=-11.00 max_force_ha_per_bohr=0.2304 energy_ev=-220412.0112
C 2.9210 1.4114 3.7276 -0.7 1.2 -1.1 -0.720
C 3.0709 1.3906 2.0802 4.8 -4.0 -2.4 0.600
O 3.9999 0.6139 1.4563 -6.7 5.4 3.9 -0.481
O 2.1780 2.2873 1.3081 0.0 -2.6 0.7 -0.249
C 1.1043 1.4883 0.6279 1.6 -0.5 -0.1 -0.823
C -0.1462 2.4398 0.0856 0.6 -1.3 2.2 0.192
C -0.2124 3.9755 0.6461 0.0 1.4 1.0 -0.229
C -0.2607 4.1429 2.2723 -2.3 0.9 2.0 -0.256
N -1.3056 4.6869 2.9804 4.1 -2.3 -3.9 -0.625
N -0.2406 2.6896 -1.4376 -3.3 -2.2 -1.4 0.664
S 1.1636 3.2280 -2.3224 5.4 10.5 0.8 0.743
O 2.4137 3.5507 -1.4296 -5.4 -3.2 -2.6 -0.480
O 0.8240 4.6199 -2.9894 -0.3 -6.4 2.0 -0.446
C 1.7597 2.1226 -3.6944 3.6 -3.2 -4.7 0.670
F 1.4032 2.7489 -5.0196 0.9 -2.6 5.1 -0.171
F 1.4025 0.6942 -3.5899 0.9 5.4 -0.4 -0.120
F 3.2709 2.1652 -3.6664 -5.8 0.0 0.2 -0.178
C -1.5112 2.4657 -1.9929 2.9 0.0 3.5 -0.585
P -2.0041 2.6140 -3.8722 -6.5 -0.4 -5.9 0.813
O -3.5747 2.3349 -4.1089 6.1 0.9 2.4 -0.643
O -1.7491 4.2241 -4.5197 0.4 -4.0 0.5 -0.254
O -1.2222 1.3486 -4.8458 -0.7 2.0 4.5 -0.467
C -2.4470 2.0778 -0.6916 -1.7 1.6 0.2 -0.327
C -3.9462 1.4531 -0.8900 -1.3 -0.2 -0.2 0.627
C -4.9324 1.6493 0.4501 -3.9 -5.0 2.7 0.221
O -5.7125 0.6868 0.9516 5.6 6.6 -3.7 -0.440
Cl -5.0551 3.3183 1.3303 0.5 -2.0 -1.5 -0.152
C -1.4248 1.4065 0.3999 -1.3 0.6 -1.7 -0.021
C -1.9199 1.2178 1.9479 0.1 0.9 0.3 -0.425
C -2.6544 -0.1961 2.3012 0.1 -0.6 0.4 -0.157
S -3.5563 0.0931 3.9617 1.8 -1.5 0.5 -0.059
C -2.5058 -0.8013 5.2257 3.5 -3.1 5.7 0.299
N -2.6427 -0.8891 6.7281 2.1 -0.7 -4.7 -0.350
N -1.5990 -1.6718 7.2674 1.9 -1.1 -5.4 -0.229
C -0.7013 -2.2109 6.1721 -6.2 4.6 1.9 -0.259
O -1.3080 -1.6140 4.9610 -0.6 0.2 0.8 -0.074
P -1.2664 -0.4139 -0.2568 4.1 -0.9 -2.6 0.793
O -0.4406 -0.5389 -1.5952 -2.5 1.2 2.7 -0.744
H 3.3079 2.4839 4.0717 -0.7 -2.4 -0.7 0.304
H 3.4812 0.5290 4.2658 -1.1 1.9 -1.5 0.286
H 1.7628 1.4074 3.9524 2.3 -0.1 -0.3 0.209
H 1.5710 0.8318 -0.2505 -1.0 1.6 1.7 0.256
H 0.7672 0.7031 1.4486 0.0 1.8 -1.8 0.403
H 0.7407 4.5928 0.2772 -1.9 -1.7 0.7 0.378
H -1.1417 4.5933 0.2211 1.8 -1.7 0.8 0.413
H 0.6943 3.7633 2.8801 -2.2 0.9 -1.5 0.318
H -2.0442 4.9527 2.2866 0.6 -0.2 0.6 0.272
H -1.9783 4.1685 -5.5116 0.3 0.0 1.7 0.315
H -1.2343 0.5544 -4.2023 0.1 1.1 -1.4 0.385
H -2.7107 3.1673 -0.2776 0.7 -1.9 -0.8 0.341
H -3.9809 0.3002 -1.1152 0.3 2.7 0.5 -0.162
H -4.5816 1.9705 -1.7571 1.7 -0.9 1.7 0.669
H -2.6532 2.0905 2.2101 1.5 -1.6 -0.4 0.396
H -0.9758 1.3216 2.6535 -2.0 -0.2 -1.5 0.062
H -1.9279 -1.1057 2.4710 -1.4 2.0 -0.3 0.534
H -3.4946 -0.5361 1.5624 1.5 0.9 1.4 -0.201
H 0.2621 -2.8748 6.2007 -2.4 1.7 -0.4 0.562
H -2.5233 -1.1119 -0.3271 0.7 0.9 0.4 -0.213
H -0.4788 -1.1056 0.7735 -1.0 0.7 -0.6 0.076
C 2.6762 -7.1389 3.2711 0.8 -0.8 -0.2 -0.360
C 1.2491 -7.0147 2.7156 -0.2 -0.9 0.9 0.837
C 0.9244 -5.6774 2.0617 -0.6 0.4 -0.8 0.212
F 1.0457 -4.6360 2.9163 -0.3 -0.1 -0.4 -0.171
F -0.3647 -5.6573 1.6216 0.2 -0.3 0.1 -0.315
F 0.3601 -7.3148 3.7029 0.2 0.4 -0.4 -0.283
F 1.0939 -7.9968 1.7727 0.2 0.7 -0.1 -0.326
O 2.8371 -6.8851 4.6697 -0.6 2.1 0.1 -0.408
C 2.9585 -5.5099 5.0317 1.3 -1.6 -1.3 0.706
C 1.7783 -5.0046 5.8718 -0.7 -0.6 0.3 0.276
F 0.5942 -5.1832 5.2363 0.5 0.0 0.4 -0.202
F 1.8887 -3.6718 6.1193 0.6 0.0 -0.2 -0.353
F 3.1611 -4.7740 3.9117 0.0 0.2 1.2 -0.136
F 4.1077 -5.4160 5.7514 -0.8 0.2 0.1 -0.295
H 2.9613 -8.1914 3.1539 -0.3 0.2 0.2 0.420
H 3.4082 -6.5897 2.6679 -0.4 0.1 0.1 0.069
H 1.5690 -5.4933 1.1950 0.1 -0.2 0.1 0.162
H 1.7269 -5.5290 6.8279 0.2 -0.1 -0.1 0.279
C -6.9436 -3.6352 0.1820 -1.0 0.6 0.3 -0.684
C -6.8601 -5.1656 0.0730 -0.5 0.1 -1.1 0.794
C -5.7561 -5.8128 0.8996 0.4 -1.3 0.6 0.099
F -4.5224 -5.3818 0.5506 -0.3 -0.3 0.2 -0.179
F -5.7495 -7.1633 0.7204 -0.3 0.5 -0.1 -0.289
F -6.7671 -5.5132 -1.2407 0.2 0.1 0.5 -0.274
F -8.0607 -5.6689 0.5004 0.6 0.2 0.3 -0.324
O -6.2986 -2.8890 -0.8541 2.3 -0.3 0.2 -0.398
C -4.8955 -2.6917 -0.6828 -2.5 -0.7 1.1 0.723
C -4.0549 -3.4065 -1.7488 0.1 -1.0 -0.8 0.187
F -4.3053 -4.7385 -1.7785 0.0 1.0 -0.1 -0.205
F -2.7253 -3.2671 -1.4984 -0.1 0.4 0.3 -0.211
F -4.5509 -3.0402 0.5808 0.6 0.8 -0.7 -0.283
F -4.6971 -1.3496 -0.7657 0.2 -0.4 -0.4 -0.477
H -8.0045 -3.3771 0.0791 0.2 -0.2 -0.2 0.474
H -6.6706 -3.2724 1.1794 0.1 -0.2 -0.2 0.303
H -5.9004 -5.6254 1.9695 -0.1 0.1 -0.1 0.289
H -4.2616 -3.0053 -2.7427 -0.1 0.2 0.1 0.209
C 5.7081 -2.6993 1.5726 -0.8 0.8 0.0 -0.807
C 5.7917 -4.2296 1.4636 0.0 0.4 -1.2 0.954
C 6.8957 -4.8769 2.2902 0.7 -0.9 0.5 0.134
F 8.1293 -4.4458 1.9413 -0.5 -0.4 0.2 -0.240
F 6.9022 -6.2273 2.1111 -0.4 0.3 -0.1 -0.284
F 5.8846 -4.5772 0.1500 0.1 0.0 0.6 -0.303
F 4.5910 -4.7329 1.8911 0.4 0.0 0.2 -0.338
O 6.3531 -1.9531 0.5366 1.7 -0.7 0.4 -0.405
C 7.7562 -1.7557 0.7079 -1.6 0.7 1.1 0.703
C 8.5968 -2.4706 -0.3581 0.6 -0.5 -0.6 0.227
F 8.3465 -3.8025 -0.3878 -0.1 0.6 -0.1 -0.207
F 9.9264 -2.3311 -0.1077 -0.5 0.3 0.2 -0.261
F 8.1008 -2.1043 1.9715 0.4 0.5 -0.7 -0.280
F 7.9547 -0.4136 0.6250 0.2 -0.7 -0.4 -0.279
H 4.6472 -2.4412 1.4698 0.2 -0.2 -0.2 0.423
H 5.9812 -2.3364 2.5701 0.2 -0.3 -0.2 0.318
H 6.7513 -4.6895 3.3602 -0.1 0.1 -0.1 0.287
H 8.3901 -2.0693 -1.3521 -0.1 0.2 0.1 0.244
C -0.2228 7.2916 -5.4814 0.3 -0.9 0.5 -0.520
C 0.4862 8.6547 -5.4650 0.7 -0.4 -0.9 0.891
C -0.4224 9.8526 -5.2188 -0.1 1.3 0.2 0.095
F -1.3816 9.9824 -6.1636 0.4 0.2 0.4 -0.205
F 0.2924 11.0120 -5.2437 0.1 -0.5 0.1 -0.276
F 1.1988 8.7989 -6.6167 -0.4 0.1 0.4 -0.283
F 1.4178 8.6154 -4.4609 -0.6 0.1 0.1 -0.322
O -0.5674 6.7711 -6.7684 -1.3 1.2 -0.4 -0.420
C -1.7881 7.2633 -7.3203 0.5 -0.8 1.7 0.714
C -1.5773 8.1082 -8.5836 0.2 0.8 -0.8 0.219
F -0.7498 9.1575 -8.3557 -0.2 -0.7 -0.1 -0.204
F -2.7530 8.6300 -9.0253 0.1 -0.5 0.4 -0.260
F -2.4762 7.9210 -6.3555 -0.2 -0.5 -0.8 -0.284
F -2.5286 6.1641 -7.6217 0.2 0.3 -0.3 -0.301
H 0.4960 6.5664 -5.0813 0.0 0.2 -0.2 0.286
H -1.0669 7.2519 -4.7835 0.1 0.3 -0.2 0.344
H -0.9065 9.7878 -4.2379 0.1 -0.2 0.0 0.270
H -1.1438 7.5087 -9.3863 0.0 -0.2 0.1 0.247

---

# 2
46
Properties=species:S:1:pos:R:3:forces:R:3:mulliken_charge:R:1 method="wB97M-V/def2-TZVPD" orbital_gap_ev=9.95 smiles="CC(C)CNS(=O)(=O)c1ccccc1C(=O)N1CCCCC1" e_homo_ev=-9.31 max_force_ha_per_bohr=0.0136 energy_ev=-36940.1473 de_lowest_ev=0.8433
C 5.5583 1.1097 0.0358 -0.2 -0.2 -0.1 -1.591
C 4.2444 0.6573 -0.5967 -0.1 0.2 0.1 0.876
C 3.8982 1.5366 -1.7962 0.0 -0.3 0.2 -1.425
C 3.1254 0.6954 0.4485 0.5 0.0 0.4 -1.112
N 1.9508 -0.0159 -0.0165 -0.6 -0.3 0.3 -0.021
S 0.7938 -0.3424 1.1211 0.2 0.0 -0.2 1.206
O 1.4348 -0.9019 2.2744 0.2 -0.2 -0.1 -0.788
O -0.0942 0.7728 1.3459 0.1 -0.1 -0.2 -0.556
C -0.1305 -1.6207 0.2747 0.1 0.5 0.1 0.157
C 0.0553 -2.9434 0.6220 0.1 -0.1 0.1 -0.500
C -0.6463 -3.9298 -0.0515 0.0 0.1 0.0 -0.641
C -1.5227 -3.5788 -1.0673 0.0 0.0 0.0 -0.581
C -1.7092 -2.2491 -1.4074 0.1 0.2 0.1 -0.082
C -1.0164 -1.2530 -0.7260 0.1 -0.1 -0.1 -0.007
C -1.1013 0.1903 -1.1277 -0.4 -0.1 -0.5 0.223
O -0.1569 0.7007 -1.7218 0.2 0.1 -0.1 -0.834
N -2.2515 0.8311 -0.8895 -0.1 0.0 -0.2 0.028
C -3.3094 0.3350 -0.0383 -0.2 -0.2 0.5 -0.848
C -3.3009 1.0779 1.2994 -0.2 0.0 -0.1 -0.357
C -3.4322 2.5791 1.0592 0.2 -0.1 0.1 -0.831
C -2.2933 3.0334 0.1515 -0.2 0.0 -0.1 -0.376
C -2.3413 2.2530 -1.1601 0.3 0.4 -0.2 -0.976
H 5.4672 2.1272 0.4098 0.0 0.2 0.1 0.338
H 5.8295 0.4620 0.8658 0.1 0.0 0.1 0.396
H 6.3603 1.0843 -0.6982 0.1 0.0 0.0 0.429
H 4.3468 -0.3785 -0.9348 0.0 0.0 0.0 0.216
H 2.9659 1.2183 -2.2554 -0.1 0.0 -0.2 0.378
H 3.7937 2.5742 -1.4852 0.0 0.2 0.0 0.314
H 4.6854 1.4809 -2.5450 0.0 0.0 -0.1 0.404
H 2.8892 1.7380 0.7043 0.1 0.0 0.0 0.297
H 3.4363 0.1812 1.3611 0.2 0.2 0.0 0.534
H 1.5012 0.4161 -0.8204 -0.2 -0.1 -0.1 0.364
H 0.7469 -3.1691 1.4179 0.1 -0.1 0.1 0.546
H -0.5084 -4.9678 0.2100 0.0 -0.1 0.0 0.412
H -2.0649 -4.3459 -1.5998 0.0 -0.1 0.0 0.417
H -2.3866 -1.9786 -2.2040 -0.1 0.0 -0.1 0.513
H -4.2631 0.5046 -0.5539 0.0 -0.1 0.0 0.373
H -3.1828 -0.7359 0.1228 -0.1 0.1 -0.1 0.473
H -2.3499 0.8806 1.7966 -0.1 -0.1 0.1 0.124
H -4.1148 0.7090 1.9254 0.0 0.0 0.0 0.402
H -4.3950 2.7995 0.5885 -0.1 0.0 0.0 0.318
H -3.3903 3.1127 2.0093 -0.1 0.0 0.0 0.394
H -1.3428 2.8210 0.6435 0.1 0.1 0.0 0.168
H -2.3591 4.1026 -0.0539 0.0 0.0 0.0 0.393
H -3.2833 2.4440 -1.6867 0.0 0.0 0.0 0.367
H -1.5047 2.5208 -1.8067 -0.2 0.0 0.0 0.466

---

# 3
38
Properties=species:S:1:pos:R:3:forces:R:3:mulliken_charge:R:1 method="wB97M-V/def2-TZVPD" orbital_gap_ev=9.56 e_homo_ev=-8.92 max_force_ha_per_bohr=0.0322 energy_ev=-168737.0370
C -2.8173 0.8645 -4.4456 -0.1 0.3 0.4 -1.832
C -2.0947 0.4206 -3.1846 0.0 -0.4 -0.4 0.572
Br -1.4651 2.0543 -2.3140 0.0 0.1 0.0 -0.135
C -1.0180 -0.7044 -3.3358 -0.2 0.9 -0.2 -0.560
Br -0.7153 -1.1998 -5.2155 0.0 0.0 0.0 -0.110
P 0.7199 -0.5614 -2.6982 0.5 -0.9 0.0 -0.031
C 0.5734 -0.2144 -0.8870 -0.2 0.1 0.5 -0.181
C -0.0020 -1.3848 -0.1006 0.7 -1.5 0.1 0.151
O 0.5143 -2.4957 -0.1858 -0.9 1.3 -0.1 -0.607
N -1.1446 -1.1914 0.7292 0.4 0.8 -0.6 0.144
C -1.2282 0.1223 1.3776 -0.2 -0.3 0.3 -0.716
C -2.3823 -1.6460 0.0788 0.4 -0.5 0.4 -0.758
H -3.5762 1.5858 -4.1538 -0.1 0.1 0.0 0.459
H -3.3201 0.0318 -4.9226 0.1 -0.2 -0.2 0.473
H -2.1472 1.3712 -5.1290 0.1 -0.1 -0.2 0.457
H -2.8526 0.0334 -2.5131 0.0 0.0 0.3 0.188
H -1.4462 -1.6032 -2.9138 0.1 -0.3 0.1 0.451
H 1.0369 0.7306 -3.1521 -0.3 0.2 0.1 0.062
H 0.0824 0.7166 -0.6444 -0.1 0.0 -0.1 0.444
H 1.6076 -0.1063 -0.5667 0.2 0.0 0.0 0.037
H -2.0608 0.7210 1.0160 0.0 0.2 -0.2 0.410
H -0.3100 0.6905 1.2755 0.0 0.0 -0.1 0.026
H -1.3742 -0.0340 2.4460 -0.1 0.0 0.1 0.280
H -2.3202 -1.5549 -1.0021 -0.1 0.1 -0.2 0.103
H -3.2207 -1.0537 0.4219 -0.1 0.1 0.2 0.412
H -2.5555 -2.6920 0.3087 -0.2 -0.1 0.0 0.252
O 1.5956 1.8718 1.3604 0.0 0.1 0.0 -0.555
C 2.1923 1.3732 2.2712 0.1 -0.2 -0.1 0.553
O 2.8581 2.1065 3.1855 0.0 0.0 0.1 -0.408
C 3.5634 1.2460 4.0999 0.0 -0.1 0.1 -0.434
C 2.8405 -0.0933 4.0262 0.0 0.0 -0.1 -0.682
C 2.3544 -0.1049 2.5778 0.0 0.1 0.4 -0.139
H 4.6019 1.1765 3.7703 0.0 0.0 0.0 0.255
H 3.5368 1.6967 5.0882 0.0 0.1 0.0 0.346
H 3.4751 -0.9355 4.2918 0.0 0.0 0.0 0.358
H 1.9842 -0.0892 4.7015 0.0 0.0 0.0 0.274
H 3.1001 -0.5157 1.8949 0.0 0.0 -0.1 0.316
H 1.4142 -0.6329 2.4434 0.0 0.0 -0.2 0.127

---

# 4
12
Properties=species:S:1:pos:R:3:forces:R:3:mulliken_charge:R:1 method="wB97M-V/def2-TZVPD" orbital_gap_ev=11.16 smiles=O.O.O.O e_homo_ev=-10.84 max_force_ha_per_bohr=0.1524 energy_ev=-8318.5729 de_lowest_ev=2.1032
O 0.5388 0.8630 -2.6015 -2.8 -1.6 0.2 -0.667
H -0.2739 0.3722 -3.0938 2.9 1.7 2.4 0.318
H 0.4299 0.8343 -1.5808 0.0 -0.1 -2.7 0.393
O -2.0498 -0.1262 0.7591 2.3 2.1 1.3 -0.604
H -2.2807 -0.9679 1.0197 -0.2 -3.1 1.6 0.292
H -2.6336 -0.0497 0.0705 -2.2 1.1 -3.0 0.286
O 1.7399 -1.6690 0.9890 3.0 -5.5 4.7 -0.608
H 2.1400 -1.3379 1.8272 -0.5 -0.4 -1.2 0.306
H 1.4302 -0.9879 0.5546 -2.5 5.8 -3.5 0.325
O 0.5495 1.0171 0.3755 5.7 0.7 -2.0 -0.637
H 0.7192 1.1656 1.2684 1.2 0.6 2.3 0.282
H -0.3095 0.8864 0.4120 -7.0 -1.3 -0.2 0.315

---

# 5
52
Properties=species:S:1:pos:R:3:forces:R:3:mulliken_charge:R:1 method="wB97M-V/def2-TZVPD" multiplicity=2 charge=+1 orbital_gap_ev="8.09 / 8.06" e_homo_ev="-11.36 / -11.47" max_force_ha_per_bohr=0.0237 energy_ev=-181649.1708 de_lowest_ev=0.6869
Ru 0.9190 -0.0981 -1.5181 -0.9 0.2 0.2 0.217
O -0.0740 -1.6678 -7.4371 0.0 0.0 0.0 -0.501
C 0.1660 -1.1315 -6.2409 0.0 0.1 0.1 1.070
C -0.5954 -0.0995 -5.6879 0.1 0.0 0.0 -0.719
C -0.2514 0.3795 -4.4448 0.0 0.2 -0.1 -0.441
N 0.7790 -0.0987 -3.7365 0.3 -0.3 0.2 -0.413
C 1.4847 -1.0984 -4.2833 0.1 0.1 0.2 0.387
Br 2.8751 -1.7265 -3.1688 -0.1 0.0 -0.2 -0.102
C 1.2430 -1.6460 -5.5143 0.0 0.0 -0.1 -0.457
H -0.8297 -1.2507 -7.8686 0.0 0.0 0.0 0.315
H -1.4360 0.3265 -6.2183 0.0 0.0 0.0 0.328
H -0.8128 1.1872 -3.9925 0.0 0.0 0.0 0.404
H 1.8478 -2.4453 -5.9143 0.0 0.0 0.0 0.474
F 3.0466 -1.0530 -0.0766 -0.1 0.1 0.0 -0.301
C 2.2425 0.0525 0.0148 0.0 -0.1 -0.3 0.590
F 3.0606 1.1370 -0.0760 0.1 0.1 -0.2 -0.296
H 1.7987 0.0552 1.0138 -0.1 0.0 -0.1 0.053
O -0.1453 -2.0388 -1.5507 0.2 0.0 0.1 -0.721
C -0.5936 -1.7604 -0.4105 0.1 0.1 -0.1 1.009
O -0.2383 -0.6338 0.0924 0.2 -0.1 0.1 -0.487
C -1.4760 -2.6445 0.3710 -0.1 0.0 -0.1 0.309
C -2.1218 -3.7192 -0.2335 0.1 0.0 0.0 -0.617
C -2.9530 -4.5347 0.5180 0.0 0.0 0.0 -0.521
C -3.1406 -4.2853 1.8708 0.0 0.0 0.0 -0.583
C -2.4841 -3.2106 2.4445 0.3 -0.2 -0.1 0.041
C -1.6514 -2.3836 1.7223 -0.1 0.0 0.0 -0.536
N -2.6805 -2.9202 3.8777 -1.0 0.6 -0.3 1.011
O -2.2354 -1.8667 4.2937 0.4 -0.2 0.1 -0.589
O -3.4038 -3.6627 4.4997 0.3 -0.2 0.2 -0.590
H -1.9624 -3.9074 -1.2864 0.0 0.0 0.0 0.443
H -3.4592 -5.3685 0.0527 0.0 0.0 0.0 0.423
H -3.7806 -4.9057 2.4808 0.0 0.0 0.0 0.512
H -1.1497 -1.5643 2.2126 0.0 0.0 0.0 0.608
C 2.1204 4.2799 0.3160 0.0 0.0 0.0 -0.948
N 1.1795 3.4048 0.9966 0.0 0.0 -0.1 0.368
C 0.3510 2.5249 0.4277 -0.1 -0.1 0.1 -0.312
Se 0.1207 2.1982 -1.4124 0.3 0.0 -0.1 -0.154
N -0.2972 1.8619 1.3942 0.0 0.0 -0.1 0.339
C 0.1410 2.2915 2.6371 0.1 0.1 0.0 0.550
C -0.1845 1.9026 3.9299 0.0 0.0 0.0 -0.933
C 0.4720 2.5627 4.9506 0.0 0.0 0.0 -0.606
C 1.4142 3.5684 4.6943 0.0 0.0 0.0 -0.647
C 1.7385 3.9517 3.4074 0.0 0.0 0.0 -0.704
C 1.0798 3.2879 2.3809 -0.1 -0.1 0.1 0.752
H 1.9626 4.1999 -0.7550 0.0 0.0 0.0 0.266
H 3.1356 3.9674 0.5557 0.0 0.0 0.0 0.360
H 1.9582 5.3068 0.6374 0.0 0.0 0.0 0.370
H -0.8946 1.0742 1.1856 0.0 0.0 0.0 0.192
H -0.9103 1.1256 4.1288 0.0 0.0 0.0 0.515
H 0.2543 2.2973 5.9756 0.0 0.0 0.0 0.416
H 1.9011 4.0541 5.5283 0.0 0.0 0.0 0.402
H 2.4697 4.7240 3.2153 0.0 0.0 0.0 0.456